Entry 1:
Molecular formula: C26H29N5O2
Method: DFT, ωB97M-V/def2-TZVPD

Values from the calculation:
**Frontier orbital gap**: 8.73 eV
**Max |F|**: 0.02501 hartree/bohr
**E_tot**: -38979.37760 eV
**Relative energy (zero: lowest compared OMol25 entry of this formula, charge and spin)**: 2.1 kcal per mole
**SMILES**: Cc1ccc(-n2nc3c(=O)n(CCCC(=O)NCc4ccccc4C)nc(C)c3c2C)cc1
**LUMO energy**: 0.38 eV
**Highest occupied orbital energy**: -8.4 eV

Geometry as XYZ:
```
62
Properties=species:S:1:pos:R:3:forces:R:3
C -7.694649 -0.493663 1.003366 -0.008 -0.043 0.013
C -6.262397 -0.141179 0.748352 0.038 0.064 -0.039
C -5.258144 -0.654605 1.564585 0.000 0.094 -0.115
C -3.932547 -0.351092 1.335441 0.103 0.008 -0.119
C -3.585082 0.476340 0.271987 -0.830 -0.196 0.169
N -2.223598 0.768239 0.075785 0.757 0.225 -0.455
N -1.464424 0.960288 1.151902 0.339 0.202 1.014
C -0.244686 1.184672 0.697646 -0.715 -0.147 -1.059
C 0.952880 1.458814 1.467517 0.196 -0.012 0.191
O 1.057193 1.534669 2.677713 -0.152 -0.017 0.098
N 2.059042 1.638026 0.654567 -0.410 -0.059 0.348
C 3.306453 1.966325 1.345783 0.262 0.224 0.261
C 4.498400 2.201553 0.417501 0.006 -0.097 -0.049
C 5.559311 1.105310 0.521886 0.024 0.032 0.088
C 5.081139 -0.335423 0.398664 0.310 0.401 -0.005
O 5.630360 -1.234479 1.008861 0.200 -0.219 0.229
N 4.061613 -0.549722 -0.452509 -0.320 -0.063 -0.240
C 3.509749 -1.870807 -0.677181 0.152 -0.170 0.015
C 2.028579 -1.943195 -0.401540 -0.045 0.009 -0.094
C 1.165187 -2.115913 -1.478952 0.004 -0.047 -0.033
C -0.200396 -2.222472 -1.301327 -0.083 -0.046 -0.067
C -0.727705 -2.141429 -0.023705 -0.067 -0.067 -0.006
C 0.118661 -1.957039 1.051165 0.022 -0.059 -0.069
C 1.499097 -1.863996 0.888262 -0.092 -0.019 -0.029
C 2.338635 -1.715031 2.120617 0.059 0.016 0.018
N 2.091321 1.552463 -0.679274 -0.225 0.046 -1.022
C 1.032083 1.311183 -1.379748 0.312 0.067 0.048
C 1.199320 1.237218 -2.862085 0.002 -0.020 0.092
C -0.218333 1.121273 -0.723808 -0.392 0.092 0.878
C -1.532117 0.842875 -1.089290 0.419 0.067 -0.095
C -2.125552 0.589230 -2.425539 -0.044 0.018 -0.057
C -4.576939 1.019790 -0.533189 0.292 -0.003 0.090
C -5.902361 0.702697 -0.293470 -0.035 -0.107 0.077
H -7.860667 -1.553367 0.810939 -0.085 -0.048 -0.005
H -7.953942 -0.301752 2.042997 -0.087 0.005 0.048
H -8.359429 0.081395 0.364270 -0.085 0.010 -0.012
H -5.522981 -1.299291 2.389552 -0.010 -0.071 0.101
H -3.151111 -0.732324 1.973284 0.068 -0.045 0.063
H 3.095375 2.853130 1.952016 0.069 -0.165 -0.010
H 3.516989 1.150747 2.044613 -0.028 0.108 0.031
H 4.139254 2.298365 -0.607084 0.142 0.107 0.088
H 4.973601 3.147520 0.681954 -0.044 -0.017 -0.043
H 6.315759 1.256674 -0.253386 0.045 -0.029 0.048
H 6.069609 1.173215 1.484878 0.001 -0.093 -0.075
H 3.570789 0.230476 -0.870068 0.109 0.037 0.066
H 4.065200 -2.555909 -0.029902 -0.048 0.084 -0.155
H 3.694182 -2.159022 -1.719461 -0.030 -0.073 0.157
H 1.580503 -2.190879 -2.475294 0.063 -0.013 -0.093
H -0.849184 -2.378265 -2.151320 -0.059 -0.020 -0.089
H -1.793862 -2.228951 0.131207 -0.108 0.000 0.028
H -0.287864 -1.886977 2.049612 -0.059 0.014 0.136
H 3.401135 -1.681512 1.908915 0.127 -0.009 0.041
H 2.150748 -2.554565 2.789681 0.036 -0.038 0.070
H 2.054157 -0.809117 2.655491 0.038 0.076 0.079
H 0.998921 0.225165 -3.210176 -0.043 -0.078 -0.100
H 0.506370 1.915751 -3.355657 -0.049 0.042 -0.114
H 2.217237 1.507435 -3.129019 0.038 0.015 -0.033
H -2.992797 -0.062708 -2.340832 -0.007 -0.030 -0.089
H -1.388485 0.114395 -3.067436 0.012 -0.036 -0.034
H -2.436031 1.520159 -2.902618 -0.065 -0.013 -0.056
H -4.325042 1.709281 -1.323216 0.058 0.061 -0.077
H -6.668502 1.130035 -0.923903 -0.078 0.041 -0.047
```
Positions in Å, forces in eV/Å.



Entry 2:
Molecular formula: C26H29N5O3S
Method: DFT, ωB97M-V/def2-TZVPD

Values from the calculation:
**Frontier orbital gap**: 7.32 eV
**Max |F|**: 0.03268 hartree/bohr
**E_tot**: -51860.16704 eV
**Relative energy (zero: lowest compared OMol25 entry of this formula, charge and spin)**: 68.1 kcal per mole
**LUMO energy**: 0.28 eV
**Highest occupied orbital energy**: -7.0 eV

Geometry as XYZ:
```
64
Properties=species:S:1:pos:R:3:forces:R:3
C 1.182730 -5.575004 -1.895849 -0.249 0.218 0.302
N 1.474190 -4.905069 -0.639606 0.593 -0.548 -0.342
C 2.143702 -5.681415 0.386053 -0.186 0.003 0.047
C 1.001955 -3.638012 -0.361650 -0.398 0.508 0.164
C -0.245155 -3.190579 -0.849901 0.209 -0.215 0.098
C -0.692021 -1.896453 -0.563911 0.711 -0.188 0.187
C 0.117709 -1.042082 0.174755 -0.277 0.728 -0.082
C -0.285573 0.420377 0.430788 1.194 -0.720 0.733
C -0.810935 0.690817 1.804112 -0.652 0.739 1.362
C -1.134983 2.034859 2.159501 0.220 -0.885 -0.349
O -1.061431 3.014832 1.403822 0.091 -0.175 0.186
N -1.523511 2.226272 3.526830 -0.975 -0.028 -0.011
C -1.649782 3.604610 3.965612 -0.011 0.232 0.106
C -2.263830 1.270530 4.208831 0.712 -0.228 -0.764
S -3.244631 1.593158 5.522483 0.102 0.116 -0.220
N -2.078267 -0.010800 3.727712 0.297 0.489 0.649
C -2.589018 -1.092172 4.567881 -0.117 -0.090 -0.003
C -0.973789 -0.283904 2.841470 0.658 -0.839 -0.140
O -0.325670 -1.319473 3.009744 -0.881 0.484 -0.237
C 1.352495 -1.474022 0.667148 -0.110 -0.265 -0.037
C 1.786382 -2.763132 0.431990 -0.407 0.165 -0.326
H 1.169404 -4.837714 -2.711116 -0.031 -0.203 0.190
H 1.972205 -6.312066 -2.102749 -0.232 0.210 0.068
H 0.212584 -6.098147 -1.881746 0.156 -0.018 -0.100
H 2.531928 -5.015379 1.161565 -0.037 -0.321 -0.164
H 1.456450 -6.394403 0.876134 0.140 0.117 -0.115
H 2.970745 -6.253218 -0.049411 -0.043 0.112 0.100
H -0.885367 -3.874828 -1.418348 0.331 0.266 0.213
H -1.671840 -1.568732 -0.903212 0.193 -0.103 -0.092
H 0.615442 1.040984 0.339799 0.051 -0.093 -0.290
H -1.716468 3.571937 5.055484 0.073 0.260 -0.261
H -0.771001 4.167349 3.629655 -0.322 -0.172 0.045
H -2.568357 4.059465 3.564666 0.313 -0.008 0.135
H -2.361392 -2.061396 4.116968 0.070 0.330 -0.005
H -2.146052 -1.018628 5.567896 -0.120 -0.194 -0.160
H -3.670901 -0.945626 4.665037 0.294 -0.170 0.034
H 1.964172 -0.786889 1.254614 -0.189 -0.185 -0.147
H 2.746236 -3.091867 0.821800 -0.188 0.119 -0.129
C 4.584890 3.955536 -4.115131 -0.040 -0.725 0.245
O 4.278794 2.639878 -3.590563 -0.408 0.472 -0.299
C 2.985491 2.401284 -3.230928 -0.489 0.275 0.300
C 2.721181 1.196292 -2.536936 0.062 0.963 -0.437
C 1.459704 0.977194 -2.012495 -0.299 0.009 -0.224
C 0.437550 1.930622 -2.157370 0.962 0.462 -0.605
N -0.866339 1.712768 -1.648094 -0.922 -0.032 0.053
C -1.202221 0.951638 -0.591656 -0.664 0.877 0.109
N -2.532751 0.993428 -0.465500 -0.508 -0.212 -1.077
C -3.359684 0.148247 0.379763 -0.552 -0.337 0.505
C -3.072388 1.768834 -1.494028 0.209 0.098 0.724
C -2.038455 2.260776 -2.192980 0.594 -0.452 -0.069
C 0.684329 3.099964 -2.885708 0.070 -0.342 0.088
C 1.932573 3.324193 -3.459023 0.718 -0.427 0.211
H 5.671709 3.954478 -4.218856 -0.238 0.116 -0.033
H 4.108706 4.110146 -5.090991 0.119 -0.039 0.156
H 4.264552 4.736615 -3.413566 0.096 -0.176 -0.120
H 3.522967 0.470448 -2.419430 -0.202 0.155 0.044
H 1.266605 0.036326 -1.508656 0.009 0.131 -0.134
H -2.880085 -0.045694 1.341009 0.016 0.163 -0.321
H -4.298296 0.671722 0.583283 0.149 -0.071 -0.157
H -3.571576 -0.818492 -0.100269 0.049 0.396 -0.006
H -4.133588 1.964519 -1.579090 0.267 -0.163 0.043
H -2.013429 2.916464 -3.041464 -0.021 -0.062 -0.042
H -0.091881 3.854357 -3.002837 0.197 -0.185 0.029
H 2.113289 4.224279 -4.053330 -0.158 -0.343 0.378
```
Positions in Å, forces in eV/Å.



Entry 3:
Molecular formula: C26H29N5S2SeV
Method: DFT, ωB97M-V/def2-TZVPD

Values from the calculation:
**Spin multiplicity**: 4
**Frontier orbital gap (alpha / beta)**: 6.28 / 6.79 eV
**Max |F|**: 0.01279 hartree/bohr
**E_tot**: -147589.10997 eV
**Relative energy (zero: lowest compared OMol25 entry of this formula, charge and spin)**: 11.6 kcal per mole
**LUMO energy (alpha / beta)**: 0.05 / -0.01 eV
**⟨S²⟩**: 3.765
**Highest occupied orbital energy (alpha / beta)**: -6.2 / -6.8 eV

Geometry as XYZ:
```
64
Properties=species:S:1:pos:R:3:forces:R:3
V -0.244216 -0.951494 1.417047 0.168 -0.302 -0.463
C -4.108586 -3.085238 -1.227382 0.014 0.025 -0.002
N -3.857806 -1.670215 -1.025582 -0.005 -0.007 -0.029
C -4.257810 -0.652593 -1.873747 0.018 -0.046 0.001
C -3.800550 0.497804 -1.361045 0.038 0.004 0.024
N -3.122916 0.182013 -0.183380 0.085 0.003 -0.079
C -3.154545 -1.173770 0.017703 -0.041 -0.010 0.014
S -2.521652 -2.094870 1.272002 0.117 0.162 0.121
C -2.533450 1.183718 0.629329 -0.048 0.049 0.036
C -3.221825 2.382509 0.774104 0.036 -0.030 0.011
C -2.611262 3.412505 1.461762 -0.042 0.042 0.005
C -1.349692 3.206598 1.997074 0.043 -0.057 -0.029
C -0.769627 1.963261 1.848251 -0.062 0.046 0.082
N -1.344115 0.958232 1.170853 0.009 -0.047 0.074
H -4.348897 -3.242657 -2.276276 -0.013 -0.006 0.005
H -4.932067 -3.423833 -0.599983 0.003 -0.009 0.001
H -3.210262 -3.638469 -0.960580 -0.001 -0.005 0.006
H -4.796958 -0.854049 -2.781400 -0.002 0.029 -0.007
H -3.820692 1.501340 -1.744314 -0.023 -0.007 -0.017
H -4.218335 2.485244 0.370120 0.002 0.013 -0.008
H -3.122698 4.357090 1.590847 0.004 0.001 -0.004
H -0.827064 3.977125 2.544657 -0.021 0.016 0.000
H 0.186439 1.734929 2.301218 -0.008 -0.012 -0.018
C -0.242728 -0.509734 3.519002 -0.031 -0.019 0.042
H -1.147607 0.027518 3.842734 -0.001 -0.018 -0.004
H 0.606432 0.106265 3.845712 0.111 0.029 0.052
H -0.192483 -1.424581 4.120013 0.015 -0.016 0.003
N -0.354444 -3.282166 -1.262676 -0.118 0.030 -0.101
C -0.508854 -2.052382 -1.770550 -0.334 -0.050 0.057
N -0.251719 -0.953938 -1.112097 -0.411 0.095 0.136
C -0.438610 0.152397 -1.936348 0.029 0.048 -0.011
C -0.125344 1.470698 -1.614504 -0.007 0.033 0.042
C -0.407207 2.477144 -2.522796 0.001 -0.003 -0.021
C -0.974306 2.192369 -3.765225 0.013 -0.016 0.018
C -1.231621 0.879724 -4.128180 0.005 0.032 -0.011
C -0.948299 -0.120517 -3.212653 0.009 -0.054 -0.004
S -1.109436 -1.844402 -3.410535 0.009 0.001 -0.014
H 0.239870 -3.328935 -0.418692 0.052 -0.025 0.069
H -0.323138 -4.063384 -1.894917 -0.008 0.004 -0.018
H 0.354297 1.696791 -0.672793 -0.004 -0.028 0.011
H -0.162935 3.500852 -2.269625 -0.003 0.001 0.001
H -1.181455 2.993483 -4.461992 -0.003 -0.002 -0.002
H -1.629078 0.642593 -5.106566 -0.002 -0.003 0.003
C 5.134287 2.211151 0.653538 -0.005 0.022 -0.007
C 4.320156 0.956451 0.823687 -0.009 -0.011 -0.022
C 3.832999 0.256271 -0.270328 -0.002 0.061 0.013
C 3.072597 -0.901377 -0.127760 -0.046 0.013 -0.077
C 2.678770 -1.654174 -1.367685 0.019 -0.137 -0.003
C 2.754982 -1.374094 1.157994 -0.048 -0.046 0.020
Se 1.596628 -2.910301 1.401851 -0.043 0.124 0.079
C 3.312917 -0.721321 2.275066 0.041 0.047 -0.013
C 3.232285 -1.271768 3.672919 -0.052 0.035 0.003
C 4.062962 0.437069 2.083588 -0.030 -0.019 0.011
H 5.198887 2.498988 -0.395872 0.000 -0.006 -0.001
H 6.151688 2.077132 1.026461 -0.002 -0.008 0.004
H 4.695696 3.045861 1.204291 0.001 -0.004 0.003
H 4.059608 0.611695 -1.270811 -0.006 -0.002 -0.006
H 2.947867 -1.090192 -2.261825 0.014 0.019 -0.022
H 1.611464 -1.856102 -1.385604 0.656 0.037 0.026
H 3.184758 -2.621704 -1.402038 0.057 -0.003 0.027
H 2.384384 -1.932882 3.805605 -0.106 -0.022 -0.003
H 3.170024 -0.466275 4.404519 0.009 0.030 0.011
H 4.140004 -1.844125 3.886475 -0.034 -0.021 -0.015
H 4.474316 0.934691 2.957370 -0.005 0.001 -0.001
```
Positions in Å, forces in eV/Å.